Entry 1:
Density functional theory data (wB97M-V/def2-TZVPD) for a 11-piece molecular cluster, C4H32N2O11S overall at a distorted geometry.

**Orbital gap**: 9.20 eV
**E**: -1506.9272 a.u.
**ΔE to the lowest compared entry with this formula, charge and spin**: 0.00 kJ/mol
**SMILES string**: NC[C@@H](CS)NCO.O.O.O.O.O.O.O.O.O.O
**LUMO level**: 0.07 eV

Cartesian coordinates (Å):
1 C 0.1580 -0.4302 2.1403
2 N 0.0638 -1.8293 2.5740
3 C 0.6646 -0.1729 0.7360
4 C -0.4184 -0.5879 -0.2829
5 S -0.2294 -2.3414 -0.8881
6 N 1.0379 1.2525 0.4646
7 C 0.5144 2.2344 1.3758
8 O -0.8867 2.3234 1.4976
9 H -0.8129 -0.0046 2.3369
10 H 0.7276 0.1269 2.8830
11 H 0.9701 -2.2786 2.4788
12 H -0.5239 -2.3947 1.9667
13 H 1.5629 -0.7334 0.5052
14 H -1.3520 -0.5617 0.2852
15 H -0.4772 0.0979 -1.1337
16 H 1.0506 -2.0223 -1.2987
17 H 0.6346 1.5225 -0.4326
18 H 0.9455 3.2216 1.1203
19 H 0.9148 2.1165 2.4041
20 H -1.2236 2.8880 0.7850
21 H -1.9396 3.5792 -1.7324
22 H -2.5726 2.3479 -1.1186
23 O -1.7755 2.8918 -1.0653
24 H -3.5160 0.4532 -0.1218
25 H -4.6843 -0.1623 -0.8966
26 O -4.2140 0.6666 -0.7602
27 H -3.1953 0.8400 -2.1939
28 H -2.1390 -0.0318 -2.9732
29 O -2.5928 0.8139 -2.9651
30 H -4.1976 -1.1739 1.5118
31 H -2.7430 -1.3010 1.9235
32 O -3.3276 -1.3973 1.1534
33 H 2.7608 1.5341 -0.4300
34 H 3.3376 2.9554 -0.8638
35 O 2.8844 2.1684 -1.1912
36 H 3.1256 0.3872 -3.3421
37 H 2.0051 -0.2696 -2.6033
38 O 2.9548 -0.3784 -2.7745
39 H 3.2960 -2.7226 1.3386
40 H 2.4125 -3.0063 0.1074
41 O 2.6041 -3.2991 1.0041
42 H 3.7121 -0.6665 -1.1869
43 H 4.9798 -0.4047 -0.4274
44 O 4.0654 -0.6474 -0.2674
45 H -1.0363 -1.4403 4.2084
46 H -2.0161 -0.2833 3.7883
47 O -1.9565 -1.0967 4.2927
48 H 0.0634 1.9899 -2.9303
49 H 1.5422 2.0996 -2.4366
50 O 0.8781 1.4847 -2.8135

Force components x, y, z for each atom (eV/Å):
0.28 -0.36 0.97
0.76 -0.17 -0.15
-0.38 0.72 -1.17
-0.34 -0.66 0.45
0.91 1.38 -0.20
-1.05 -0.16 0.68
1.09 1.10 1.28
-0.26 -0.01 -0.01
-0.51 0.37 -0.78
0.62 -0.32 -0.01
0.09 0.01 0.02
-0.12 0.28 -0.04
0.24 -0.34 0.43
-0.16 -0.01 -0.59
0.06 -0.26 0.13
-0.84 -0.62 0.04
0.37 -0.29 -0.06
-0.29 -0.31 -0.45
-0.31 -0.47 -0.55
0.02 -0.25 -0.05
0.13 -0.26 0.30
0.19 0.00 -0.02
-0.21 0.60 -0.29
-0.24 -0.32 0.12
0.05 -0.04 -0.01
0.18 0.33 0.21
0.20 -0.59 -0.49
-0.10 -0.14 0.18
-0.04 0.46 -0.17
0.10 -0.19 0.01
-0.13 -0.27 0.00
-0.06 0.39 0.29
-0.04 0.93 -0.64
-0.06 -0.33 0.11
0.60 0.03 0.22
0.15 -0.18 0.25
0.11 0.07 -0.12
-0.36 -0.10 -0.28
0.16 0.17 -0.31
0.17 0.09 0.14
-0.20 -0.25 0.29
0.00 0.16 0.33
0.22 0.03 0.23
-0.20 -0.15 -0.41
-0.66 0.33 -0.50
0.31 0.16 0.22
-0.14 -0.37 0.37
-0.02 -0.19 0.00
-0.20 -0.37 0.10
-0.09 0.38 -0.06


Entry 2:
Density functional theory data (wB97M-V/def2-TZVPD) for a 3-piece molecular cluster, C35H50N2O8 overall at a distorted geometry.

**Orbital gap**: 8.36 eV
**E**: -2074.8900 a.u.
**SMILES string**: CCCCCCCCCCC1=C(CCCCCCCCOC)C(=O)OC1=O.O=[N+]([O-])c1ccccc1.O=[N+]([O-])c1ccccc1
**LUMO level**: -0.91 eV

Cartesian coordinates (Å):
1 C -6.5503 2.1332 0.5128
2 C -5.5259 3.0541 -0.1933
3 C -6.1143 4.4073 -0.6316
4 C -4.9617 5.3423 -1.0951
5 C -4.8219 5.3965 -2.6389
6 C -3.3648 5.6111 -3.1017
7 C -2.6686 4.3115 -3.5267
8 C -2.3856 3.3416 -2.3784
9 C -1.1643 3.7379 -1.5441
10 C -0.9458 2.8784 -0.2752
11 C -0.7760 1.4145 -0.5318
12 C 0.3363 0.7121 -0.4104
13 C 1.6928 1.1726 0.0001
14 C 2.0415 0.9286 1.4768
15 C 1.8748 -0.5214 1.9894
16 C 3.1919 -1.2981 2.1458
17 C 3.7364 -1.9067 0.8476
18 C 3.0181 -3.2017 0.4022
19 C 3.9481 -4.4547 0.3729
20 C 3.9451 -5.0316 -1.0322
21 O 4.5246 -6.3260 -1.0173
22 C 4.5650 -6.9104 -2.3004
23 C -0.0119 -0.6867 -0.8236
24 O 0.7105 -1.6018 -0.9161
25 O -1.3485 -0.8022 -1.0808
26 C -1.8602 0.4940 -0.9712
27 O -2.9908 0.6682 -1.1824
28 H -6.2101 1.1059 0.3803
29 H -7.5196 2.2785 0.0371
30 H -6.5619 2.3346 1.5839
31 H -4.6630 3.2312 0.4513
32 H -5.2127 2.5310 -1.0990
33 H -6.7937 4.2121 -1.4643
34 H -6.6663 4.8914 0.1775
35 H -5.1540 6.3586 -0.7439
36 H -4.0171 4.9937 -0.6747
37 H -5.4634 6.1911 -3.0237
38 H -5.2248 4.4708 -3.0631
39 H -2.7903 6.2001 -2.3824
40 H -3.4375 6.2295 -4.0040
41 H -1.7620 4.5109 -4.1044
42 H -3.3536 3.8075 -4.2157
43 H -3.2306 3.2196 -1.7064
44 H -2.1625 2.3794 -2.8405
45 H -1.2536 4.7813 -1.2289
46 H -0.2695 3.6618 -2.1719
47 H -1.8298 3.0039 0.3595
48 H -0.0863 3.2574 0.2729
49 H 1.7160 2.2543 -0.1564
50 H 2.4283 0.7446 -0.6840
51 H 1.5081 1.6048 2.1366
52 H 3.1039 1.1772 1.5856
53 H 1.1873 -1.1325 1.4033
54 H 1.4361 -0.4528 2.9895
55 H 2.9906 -2.1248 2.8367
56 H 3.9571 -0.6780 2.6229
57 H 4.7893 -2.1600 0.9947
58 H 3.7015 -1.1581 0.0505
59 H 2.1598 -3.4427 1.0274
60 H 2.7083 -3.0521 -0.6299
61 H 4.9689 -4.2322 0.6824
62 H 3.5218 -5.2390 1.0003
63 H 2.9124 -5.1228 -1.4012
64 H 4.4870 -4.3952 -1.7482
65 H 4.1230 -6.2757 -3.0723
66 H 5.5945 -7.1494 -2.5868
67 H 4.0240 -7.8621 -2.3232
68 C 4.3599 5.0789 5.8287
69 C 4.4690 4.2826 4.6966
70 C 3.3758 4.1079 3.8637
71 C 2.1843 4.7393 4.1757
72 C 2.0587 5.5302 5.3043
73 C 3.1552 5.6984 6.1340
74 N 1.0298 4.5744 3.2818
75 O 1.1705 3.8539 2.3059
76 O 0.0047 5.1636 3.5625
77 H 5.2172 5.2180 6.4751
78 H 5.4080 3.7998 4.4615
79 H 3.4629 3.4873 2.9831
80 H 1.1231 6.0155 5.5424
81 H 3.0720 6.3159 7.0182
82 C -1.6708 -8.2225 -0.2211
83 C -1.0517 -7.0496 -0.6319
84 C -0.1316 -7.0772 -1.6673
85 C 0.1539 -8.2837 -2.2825
86 C -0.4500 -9.4614 -1.8794
87 C -1.3672 -9.4272 -0.8415
88 N 1.1131 -8.3105 -3.3971
89 O 1.6390 -7.2578 -3.7090
90 O 1.3232 -9.3801 -3.9405
91 H -2.3934 -8.1975 0.5848
92 H -1.2883 -6.1121 -0.1468
93 H 0.3488 -6.1627 -1.9850
94 H -0.2174 -10.3995 -2.3626
95 H -1.8488 -10.3402 -0.5177

Force components x, y, z for each atom (eV/Å):
1.01 0.34 -0.38
-0.99 -0.05 0.01
1.03 0.02 0.18
-0.80 -0.09 -0.70
0.36 -0.10 0.76
-0.52 0.16 -1.04
-0.53 0.01 0.44
0.89 0.10 -0.23
0.08 -0.20 0.03
-0.74 0.15 -0.33
-0.25 0.91 -0.07
-0.02 -0.64 -0.17
-0.20 0.38 -0.01
0.52 -0.94 -0.24
0.31 0.12 0.59
-0.24 -0.38 -0.12
-0.05 -0.10 0.28
1.12 -0.13 -0.32
-0.77 0.05 -0.43
0.07 -0.37 -0.08
0.06 0.15 -0.03
0.15 -0.50 -0.34
-0.31 1.07 0.50
1.47 -1.85 -0.33
0.37 0.79 -0.03
1.34 -0.81 0.51
-2.42 0.74 -0.29
-0.28 -0.11 0.07
-0.16 -0.20 0.29
-0.40 0.10 -0.04
0.09 -0.15 -0.07
0.36 0.07 0.08
-0.19 0.22 0.09
-0.09 -0.20 0.03
0.23 -0.03 0.13
-0.03 0.13 0.17
0.03 0.04 0.01
0.20 -0.05 -0.05
-0.03 -0.14 0.12
0.27 0.08 0.07
0.10 0.06 0.17
0.04 0.04 -0.07
-0.21 -0.07 -0.22
-0.22 -0.15 0.14
0.06 -0.02 0.04
0.00 0.12 0.01
0.07 0.04 0.09
-0.07 -0.07 0.08
0.11 -0.04 -0.11
0.05 -0.18 0.19
-0.26 0.10 -0.25
-0.07 0.14 0.03
-0.01 0.19 -0.09
-0.08 -0.04 -0.05
0.16 0.01 0.03
-0.11 0.12 -0.02
0.03 0.18 -0.01
0.00 -0.03 0.01
-0.20 0.30 -0.12
-0.52 0.02 0.15
-0.03 -0.07 0.12
0.29 0.02 0.24
0.00 0.13 0.08
-0.02 0.10 0.14
0.03 0.05 0.09
0.03 0.21 0.07
-0.11 0.11 0.19
0.01 0.00 0.01
-0.04 0.08 0.10
0.14 -0.16 -0.18
0.24 0.03 0.15
-0.17 0.17 0.16
0.11 -0.08 -0.07
-0.19 0.01 -0.10
-0.04 0.28 0.21
0.21 -0.15 -0.08
-0.02 -0.01 -0.01
-0.03 -0.01 -0.02
-0.15 0.05 -0.02
-0.04 -0.07 -0.14
-0.03 -0.01 -0.02
-0.01 -0.01 0.01
-0.04 -0.13 0.03
0.06 0.27 0.01
-0.20 0.02 0.21
-0.04 -0.28 -0.03
-0.01 0.14 0.04
0.14 -0.01 -0.14
-0.10 -0.21 0.00
-0.03 0.25 0.13
0.02 0.00 -0.01
0.03 0.00 -0.03
0.06 -0.09 -0.11
0.09 0.10 -0.09
0.03 0.00 -0.03


Entry 3:
Density functional theory data (wB97M-V/def2-TZVPD) for C10H28IN2O4Pd as an isolated structure at a distorted geometry.

**Orbital gap (spin up / spin down)**: 9.18 / 6.52 eV
**E**: -1233.5706 a.u.
**Spin multiplicity**: 3
**ΔE to the lowest compared entry with this formula, charge and spin**: 101.13 kJ/mol
**LUMO level (spin up / spin down)**: -2.59 / -5.04 eV
**Net charge**: +1

Cartesian coordinates (Å):
1 Pd -14.2269 17.5240 -16.0472
2 I -15.3496 15.0369 -16.9953
3 C -16.0040 18.3994 -20.0543
4 C -14.7627 18.4758 -19.1762
5 C -13.8398 19.6607 -19.4823
6 O -14.4406 20.9352 -19.5539
7 C -13.5787 22.0478 -19.6492
8 N -15.2664 18.5395 -17.7886
9 H -16.7529 19.1521 -19.8078
10 H -16.5605 17.4688 -19.9433
11 H -15.8434 18.4663 -21.1303
12 H -14.1708 17.5799 -19.3636
13 H -13.2846 19.4151 -20.3876
14 H -13.0145 19.6705 -18.7703
15 H -13.0279 22.0740 -20.5894
16 H -12.7912 22.0481 -18.8955
17 H -14.1926 22.9483 -19.6308
18 H -16.2471 18.3740 -17.9644
19 H -15.3716 19.5234 -17.5861
20 C -9.7914 17.8147 -16.5707
21 C -10.9045 17.5352 -17.5686
22 C -10.4998 16.7134 -18.8042
23 O -11.6720 16.5958 -19.6003
24 C -11.2701 16.2839 -20.9398
25 N -12.0823 16.9134 -16.9499
26 H -9.6161 16.9426 -15.9407
27 H -9.9506 18.7124 -15.9734
28 H -8.9285 18.0979 -17.1735
29 H -11.2306 18.4985 -17.9608
30 H -10.0438 15.7738 -18.4923
31 H -9.7290 17.2600 -19.3474
32 H -10.6508 15.4135 -21.1569
33 H -10.7651 17.1405 -21.3864
34 H -12.2447 16.1731 -21.4152
35 H -12.3620 16.3296 -17.7252
36 H -11.6646 16.2934 -16.2708
37 C -14.8087 16.9948 -13.0866
38 C -15.8140 18.1951 -13.4041
39 O -16.0577 18.1353 -14.8019
40 O -13.6502 16.9525 -13.9105
41 H -15.3033 16.0316 -13.2117
42 H -14.4775 17.0959 -12.0530
43 H -15.3010 19.1216 -13.1465
44 H -16.7631 18.0375 -12.8918
45 H -16.9839 18.3481 -14.9379
46 H -12.9094 16.7040 -13.3529

Force components x, y, z for each atom (eV/Å):
0.04 -0.41 -1.20
0.34 0.67 0.28
-0.66 -0.08 -0.88
-0.13 0.83 -0.96
1.02 -0.07 -0.38
-0.85 -0.71 0.38
0.39 -0.10 -0.52
-0.02 0.17 0.15
0.26 0.48 0.04
0.35 -0.37 0.34
0.40 0.20 0.05
0.12 -0.04 0.42
-0.27 0.07 -0.64
0.00 0.06 0.74
-0.10 -0.24 -0.39
-0.22 0.06 0.52
0.06 -0.16 0.33
-0.43 -1.09 0.91
0.63 0.70 0.32
0.00 0.23 -0.77
0.08 1.48 -0.32
0.04 1.05 0.99
1.78 -0.84 -0.04
-1.60 0.68 -0.64
-0.13 -0.23 0.11
0.38 0.08 0.02
-0.46 -0.25 0.23
0.42 -0.45 0.22
-0.02 0.13 -0.15
-0.28 -0.52 -0.16
0.08 0.16 -0.10
-0.07 -0.30 0.84
0.06 0.18 0.05
0.28 -0.20 -0.52
-1.07 -0.61 0.15
-0.42 -0.51 0.37
-1.43 0.42 0.76
1.99 -1.84 0.07
-0.20 0.31 -0.15
-0.05 0.71 -0.30
-0.33 0.11 0.05
-0.22 0.01 0.10
-0.34 0.19 0.08
0.33 0.11 0.40
-0.01 -0.08 -0.51
0.24 0.02 -0.28


Entry 4:
Density functional theory data (wB97M-V/def2-TZVPD) for C39H30BrCsF6N6O8S2 as an isolated structure at a distorted geometry.

**Orbital gap**: 7.90 eV
**E**: -6424.4520 a.u.
**ΔE to the lowest compared entry with this formula, charge and spin**: 61.69 kJ/mol
**LUMO level**: -0.25 eV

Cartesian coordinates (Å):
1 Cs 1.2336 0.2338 0.7766
2 C -2.9724 2.8612 3.2219
3 O -2.1882 2.5369 4.3992
4 C -1.0418 2.0009 3.9310
5 N -0.8324 1.9819 2.6814
6 C -2.0158 2.5625 2.0419
7 C -2.6252 1.6422 1.0124
8 C -3.4544 2.1618 0.0260
9 C -4.0388 1.3313 -0.9196
10 C -3.7936 -0.0367 -0.8899
11 C -2.9725 -0.5679 0.1000
12 C -2.4002 0.2677 1.0503
13 C -0.1149 1.4210 4.9374
14 C -0.2307 1.6238 6.3094
15 C 0.6551 0.9620 7.1356
16 C 1.5957 0.0979 6.5972
17 C 1.6208 -0.0554 5.2207
18 N 0.7965 0.6125 4.4105
19 C 2.4787 -1.0358 4.4945
20 N 2.3930 -1.1226 3.2336
21 C 2.9800 -2.3925 2.8254
22 C 3.5633 -2.9572 4.1421
23 O 3.1374 -1.9990 5.1632
24 C 1.9058 -3.2510 2.1861
25 C 2.2643 -4.2574 1.2963
26 C 1.2979 -5.0880 0.7461
27 C -0.0404 -4.9140 1.0735
28 C -0.4079 -3.9020 1.9491
29 C 0.5593 -3.0710 2.4988
30 H -3.8478 2.2141 3.2278
31 H -3.2792 3.9010 3.2917
32 H -1.7254 3.4909 1.5402
33 H -3.6247 3.2325 -0.0272
34 H -4.6688 1.7553 -1.6918
35 H -4.2435 -0.6869 -1.6307
36 H -2.7771 -1.6332 0.1310
37 H -1.7792 -0.1432 1.8392
38 H -1.0002 2.2702 6.7082
39 H 0.6020 1.1039 8.2072
40 H 2.2804 -0.4582 7.2232
41 H 3.7641 -2.2055 2.0890
42 H 3.1354 -3.9168 4.4215
43 H 4.6486 -3.0088 4.1567
44 H 3.3052 -4.3802 1.0129
45 H 1.5905 -5.8606 0.0459
46 H -0.7943 -5.5583 0.6385
47 H -1.4509 -3.7525 2.1995
48 H 0.2742 -2.2612 3.1608
49 C 1.0555 4.4120 0.5778
50 O 0.2883 3.3183 0.0830
51 C -0.4305 3.5413 -1.0617
52 C -1.1550 4.6884 -1.3207
53 C -1.9256 4.7532 -2.4750
54 Br -2.9313 6.3260 -2.8046
55 C -2.0070 3.6981 -3.3522
56 C -1.2618 2.5428 -3.1079
57 C -0.4375 2.5004 -1.9879
58 O 0.4131 1.4721 -1.7227
59 C -1.4283 1.3918 -4.0097
60 N -1.6859 1.4900 -5.2838
61 C -1.8522 0.1855 -5.7195
62 C -2.1380 -0.3012 -6.9956
63 C -2.2496 -1.6681 -7.1534
64 C -2.0809 -2.5467 -6.0690
65 C -1.7980 -2.0833 -4.7986
66 C -1.6882 -0.7035 -4.6506
67 N -1.4291 0.0941 -3.5585
68 H 1.7651 4.7664 -0.1722
69 H 1.5892 4.0411 1.4503
70 H 0.4309 5.2525 0.8857
71 H -1.1128 5.5357 -0.6506
72 H -2.6336 3.7435 -4.2318
73 H 0.6625 0.9636 -2.5146
74 H -2.2636 0.3811 -7.8274
75 H -2.4702 -2.0768 -8.1317
76 H -2.1731 -3.6127 -6.2361
77 H -1.6678 -2.7614 -3.9656
78 H -1.2352 -0.2238 -2.6196
79 F 2.4432 -3.2893 -3.8694
80 C 1.8648 -3.3096 -2.6847
81 F 2.6028 -4.0180 -1.8340
82 F 0.6751 -3.9043 -2.7966
83 S 1.5912 -1.5718 -2.0409
84 O 0.3192 -1.6228 -1.3549
85 O 1.6697 -0.7289 -3.2055
86 N 2.6566 -1.2607 -0.9229
87 S 4.2379 -1.2322 -1.1646
88 O 4.6816 -2.0403 -2.2544
89 O 4.8479 -1.3203 0.1306
90 C 4.5646 0.5239 -1.6255
91 F 4.0249 0.8415 -2.7936
92 F 5.8734 0.7390 -1.6744
93 F 4.0360 1.3242 -0.6791

Force components x, y, z for each atom (eV/Å):
-0.83 1.08 1.63
0.08 -0.10 0.16
-0.03 0.04 0.04
0.15 0.08 -0.09
-0.15 0.02 0.13
-0.14 0.18 0.02
0.08 -0.17 -0.05
0.01 0.08 -0.14
0.07 -0.07 0.00
0.02 -0.01 0.09
-0.07 0.06 -0.09
-0.02 0.07 0.06
0.20 -0.31 -0.07
-0.19 0.17 -0.19
0.07 -0.03 0.26
0.12 -0.11 0.02
0.09 0.32 -0.17
0.03 -0.09 0.20
-0.69 -0.17 -0.57
0.32 0.09 0.16
0.18 0.08 -0.07
-0.18 0.06 0.21
0.01 0.02 0.13
0.02 -0.12 0.07
0.01 -0.03 -0.03
-0.03 0.02 0.02
0.02 -0.01 0.01
0.04 0.05 -0.04
0.09 -0.02 -0.02
-0.04 0.01 -0.05
0.00 0.04 0.01
0.00 -0.08 0.03
0.01 -0.01 0.01
0.00 -0.01 0.02
0.03 0.03 0.00
0.01 0.02 -0.01
0.01 -0.02 -0.06
0.01 0.01 -0.03
0.00 -0.01 -0.01
-0.01 0.01 -0.01
0.02 -0.08 0.01
0.05 -0.08 -0.03
0.03 0.05 -0.01
-0.04 0.01 0.03
-0.02 0.02 0.02
0.02 0.02 0.01
0.00 0.00 0.00
-0.04 -0.05 0.04
-0.05 0.03 0.06
0.18 0.27 -0.22
0.04 0.07 0.04
0.03 0.12 0.10
-0.04 0.06 0.07
0.01 0.01 -0.01
-0.01 -0.02 -0.08
-0.08 0.08 0.20
0.15 -0.33 -0.29
-0.02 -0.20 -0.17
-0.05 -0.09 0.05
-0.01 0.03 -0.06
0.00 0.05 -0.02
0.00 -0.01 -0.02
0.00 0.03 0.01
0.00 0.00 0.02
-0.02 -0.03 -0.05
0.00 -0.04 0.07
0.14 0.06 0.01
0.01 -0.07 -0.04
-0.01 -0.02 -0.03
-0.09 -0.03 0.04
-0.06 -0.03 0.03
0.01 -0.03 0.01
-0.08 0.07 -0.09
0.01 -0.03 0.04
0.01 0.01 0.03
0.00 0.02 0.01
0.03 0.01 0.02
-0.01 0.00 -0.01
0.07 0.01 -0.02
-0.01 -0.08 0.15
0.02 0.02 -0.06
-0.02 0.05 -0.05
-0.17 0.03 -0.21
-0.08 -0.13 -0.21
-0.06 -0.02 0.02
1.06 -0.89 -1.05
-0.32 0.04 0.38
0.08 0.04 -0.10
0.09 -0.13 -0.09
-0.10 0.00 -0.01
0.02 0.04 0.02
0.02 0.00 0.00
0.02 0.01 -0.09